Entry 1:
The following is a DFT calculation (the ωB97M-V functional and the def2-TZVPD basis) of a structure of composition C62H172MgN12O19 at a distorted geometry.

Each line ends with the Mulliken charge.
Geometry (Å):
Mg -0.17520 -0.81043 -3.25958  -0.0421
C 2.16970 -0.82693 -6.56834  -1.2975
C 1.33100 0.22648 -5.84020  -0.0230
O 0.19349 -0.24353 -5.12172  -0.5509
H 2.30955 -1.81268 -6.12465  0.2756
H 3.18725 -0.46429 -6.71392  0.3227
H 1.82041 -1.00437 -7.58550  0.3941
H 1.11729 1.03123 -6.54362  0.3413
H 2.01420 0.64934 -5.10363  -0.0281
C 1.11536 0.02691 0.74759  0.8260
C 0.08237 0.68514 -0.24163  0.3948
O 0.14287 0.21983 -1.56634  0.5838
H 0.74908 -0.94085 1.09023  -1.0174
H 1.00434 0.61182 1.66064  0.4137
H 2.15217 0.13630 0.42954  -0.2476
H 0.21027 1.76563 -0.30705  0.1036
H -0.89745 0.44568 0.17156  -0.7601
C 4.18608 2.08755 -1.29281  -0.6735
C 4.22916 2.35833 0.20931  0.0394
O 4.60396 3.71183 0.47695  -0.6373
H 4.07941 1.02550 -1.51368  -0.0144
H 5.06402 2.49415 -1.79481  0.5928
H 3.33701 2.51687 -1.82464  0.0587
H 4.87760 1.63591 0.70504  0.2970
H 3.19716 2.22523 0.53389  0.0097
H 3.91089 4.31173 0.19170  0.5141
C 6.84222 -1.15109 -0.77831  0.1184
C 8.22772 -0.98403 -1.46512  -0.5601
O 9.07437 -1.81042 -0.73861  -0.5609
H 6.73061 -0.74141 0.22559  0.3321
H 6.53332 -2.19169 -0.67917  -0.0137
H 6.12233 -0.64399 -1.42073  -0.2607
H 8.47511 0.07603 -1.52136  0.3967
H 8.24430 -1.33824 -2.49582  0.2512
H 8.72527 -2.70211 -0.80661  0.3072
C -1.28228 1.23042 5.23489  -1.2272
C -0.55013 0.01815 4.57420  2.7553
O 0.31077 -0.57459 5.44527  -0.7997
H -1.90822 1.00042 6.09710  0.4258
H -1.90699 1.71245 4.48290  0.1198
H -0.47436 1.85903 5.60934  0.1828
H -0.03539 0.30558 3.65739  -0.7854
H -1.31538 -0.71247 4.31213  -0.9492
H 0.66640 -1.40312 5.11562  0.1014
C -1.90049 -2.39915 1.21054  1.3686
C -2.95321 -2.08398 0.13912  -0.3891
O -3.05452 -3.18986 -0.73460  -0.3631
H -0.92068 -2.58530 0.77073  -0.9016
H -2.22825 -3.32259 1.68795  0.9213
H -1.86268 -1.69026 2.03767  -0.8589
H -2.64671 -1.22332 -0.45537  -0.3796
H -3.98465 -1.97070 0.47288  0.1809
H -3.36571 -3.95112 -0.23937  0.2224
C 4.93923 -5.27877 0.87736  -0.6757
C 4.60227 -5.80306 -0.48057  -0.2747
O 3.36986 -6.52251 -0.44822  -0.5493
H 5.94868 -4.86759 0.88409  0.3948
H 4.96339 -6.05242 1.64481  0.5036
H 4.17940 -4.53530 1.11819  -0.2008
H 5.37356 -6.53557 -0.71858  0.4071
H 4.53226 -5.06293 -1.27770  0.0159
H 3.50930 -7.30647 0.08804  0.2279
C -8.75323 2.93488 -0.56134  -1.3765
C -7.29121 2.91982 -0.02601  0.4808
C -6.54182 1.68084 -0.55335  -0.2835
O -7.00919 0.49983 0.04894  -0.3219
C -6.52095 -0.64110 -0.65590  -0.8829
N -6.73320 4.09821 -0.64333  -0.6141
H -9.14604 1.98685 -0.19388  0.2810
H -8.79373 2.91871 -1.65046  0.3509
H -9.29026 3.83633 -0.26623  0.4620
H -7.11095 2.97399 1.04762  0.0450
H -5.48664 1.89242 -0.38034  -0.2652
H -6.63446 1.49317 -1.62306  0.6104
H -6.93722 -1.52431 -0.17137  0.2820
H -5.43776 -0.58564 -0.76411  0.3088
H -6.97856 -0.57610 -1.64305  0.3933
H -7.40132 4.83132 -0.45291  0.2435
H -5.87708 4.37371 -0.18372  0.2195
C -5.72632 0.52365 4.86052  -1.3684
C -6.07143 0.72890 3.38899  -0.0539
C -4.93089 0.53140 2.42362  2.0839
O -4.05903 1.61791 2.48907  -0.5595
C -2.85755 1.47982 1.73027  0.4871
N -7.21708 -0.11548 3.03274  -0.1887
H -4.82956 1.06134 5.16841  0.2298
H -5.53201 -0.52952 5.06345  0.1195
H -6.58369 0.82247 5.46362  0.4991
H -6.47872 1.71138 3.15033  0.3601
H -5.29069 0.38872 1.40465  -0.8561
H -4.43483 -0.40751 2.66956  -0.8374
H -2.32620 0.60377 2.10216  -0.4252
H -2.15039 2.28189 1.94172  0.0973
H -3.01809 1.31347 0.66507  0.0729
H -7.97574 0.21166 3.61369  0.3326
H -7.48497 0.12995 2.09035  0.1670
C 4.90246 -1.58322 2.80473  -0.8623
C 4.76136 -1.34879 4.33841  -0.1749
C 3.86674 -0.09762 4.64524  -0.2415
O 4.48766 1.00721 4.05132  0.1112
C 5.67135 1.51154 4.67350  -1.1069
N 4.17265 -2.52091 4.93560  -0.6065
H 5.46127 -2.47634 2.52512  0.5369
H 5.41687 -0.69322 2.44228  0.0323
H 3.89441 -1.55653 2.39091  -0.2061
H 5.76173 -1.18393 4.73866  0.8513
H 3.79224 0.15870 5.70207  0.5320
H 2.85825 -0.17944 4.23985  -0.5579
H 6.10787 2.15285 3.90780  0.3144
H 6.44931 0.78419 4.90551  0.2849
H 5.41166 2.07776 5.56796  0.3849
H 4.18706 -2.22107 5.89996  0.2096
H 4.94082 -3.16859 4.83301  0.3141
C 2.00231 -2.80223 -0.98216  -0.0230
C 2.59377 -1.91661 -2.12516  1.8162
C 3.92879 -2.45973 -2.63253  -0.5844
O 4.59177 -1.51361 -3.48984  -0.0549
C 5.81997 -1.94423 -4.07479  -1.0099
N 1.64900 -1.87810 -3.24036  0.2373
H 1.79663 -3.85762 -1.16096  0.5979
H 1.04002 -2.36605 -0.71413  -0.6635
H 2.60269 -2.58804 -0.09799  -0.2420
H 2.73385 -0.87685 -1.82954  -1.3035
H 3.73882 -3.38612 -3.17455  0.3581
H 4.67495 -2.70580 -1.87703  -0.0597
H 5.68973 -2.37052 -5.06949  0.3045
H 6.38357 -2.65661 -3.47234  0.2851
H 6.36930 -1.00301 -4.05330  0.3163
H 2.22952 -1.39087 -3.90798  -0.5298
H 1.64799 -2.80441 -3.64292  0.4354
C -0.54913 -5.52462 -0.36666  0.9401
C -0.29682 -6.94549 -1.02116  0.1332
C -1.52519 -7.31655 -1.96862  -0.9250
O -2.77079 -7.14550 -1.24701  -0.3471
C -3.88997 -7.18345 -2.13875  -0.5064
N 0.90201 -7.00767 -1.76223  -0.5577
H -0.86267 -4.77640 -1.09464  -0.7289
H 0.33882 -5.27552 0.21436  -0.6412
H -1.34107 -5.73145 0.35318  0.5269
H -0.09737 -7.70267 -0.26288  0.4425
H -1.49766 -8.33435 -2.35774  0.5495
H -1.46258 -6.70391 -2.86799  0.3736
H -4.78521 -7.21019 -1.51751  0.2327
H -3.81312 -8.01903 -2.83445  0.3332
H -3.85250 -6.20443 -2.61646  0.0499
H 1.65572 -6.86618 -1.10496  0.1516
H 0.88967 -7.94824 -2.13002  0.2783
C -2.93934 -3.65095 -4.24968  -1.4428
C -2.08131 -2.40696 -4.15270  0.3709
C -2.90439 -1.13116 -3.85225  -0.9999
O -1.98614 -0.09283 -3.46423  0.4852
C -2.53244 1.20011 -3.19844  -0.9047
N -1.14906 -2.56642 -2.95132  0.2370
H -2.22589 -4.47109 -4.16916  0.4357
H -3.39048 -3.69756 -5.24084  0.4389
H -3.65795 -3.64327 -3.43014  0.2036
H -1.65367 -2.26662 -5.14544  0.4690
H -3.66078 -1.31960 -3.09037  0.1820
H -3.62019 -0.84861 -4.62419  0.6428
H -3.16340 1.48195 -4.04138  0.4744
H -1.76123 1.96954 -3.16244  -0.1108
H -3.07388 1.20237 -2.25243  0.2491
H -1.72947 -2.76512 -2.14899  -0.9553
H -0.70813 -3.46096 -3.11089  0.3303
C 4.39724 3.28104 -5.60461  -1.2219
C 3.37173 4.10628 -6.39420  1.0388
C 2.95194 5.42635 -5.68129  -1.1945
O 2.46485 5.22938 -4.38052  0.0203
C 1.20795 4.63038 -4.23582  -0.4930
N 3.92579 4.44866 -7.68586  -0.7707
H 4.00585 2.82612 -4.69469  -0.0437
H 5.16255 3.95470 -5.21916  0.3086
H 4.77122 2.45927 -6.21529  0.5711
H 2.51476 3.49104 -6.66839  -0.1339
H 2.24402 5.91689 -6.34937  0.3950
H 3.82682 6.06671 -5.56899  0.4840
H 0.98949 4.50701 -3.17508  -0.2941
H 1.10983 3.64983 -4.70164  0.3978
H 0.40531 5.27347 -4.59679  0.4104
H 4.46798 3.64155 -7.95917  0.2710
H 4.64444 5.15438 -7.61100  0.2874
C 4.15781 7.93589 -2.81347  -1.7296
C 3.99852 6.80648 -1.82968  0.4672
C 2.58891 6.52589 -1.25331  -0.6493
O 2.57239 5.37436 -0.42497  -0.0176
C 1.34601 4.96578 0.08235  -0.4380
N 4.50474 5.62818 -2.54616  -0.7731
H 5.17316 7.93886 -3.20989  0.3895
H 4.02685 8.87292 -2.27223  0.4899
H 3.42081 7.95407 -3.61634  0.2861
H 4.64671 6.96496 -0.96780  0.4339
H 1.94849 6.35891 -2.11939  0.0348
H 2.14737 7.42193 -0.81711  0.4064
H 1.41955 4.04235 0.65679  -0.0382
H 0.64666 4.69007 -0.70695  0.1240
H 0.88812 5.74406 0.69286  0.3893
H 3.95618 5.52512 -3.38792  0.2855
H 4.32110 4.77376 -2.03987  0.0952
C -2.44478 4.73432 -2.61037  -0.5501
C -2.76229 5.88235 -3.60863  0.3005
C -2.92906 5.40733 -5.04923  -0.5588
O -3.21950 6.52316 -5.91920  -0.3782
C -3.48662 6.08425 -7.19295  -0.7789
N -4.01089 6.55983 -3.22577  -0.8019
H -1.78802 3.95258 -2.99202  -0.0977
H -3.30918 4.13747 -2.31936  0.2250
H -2.16767 5.12994 -1.63323  0.3499
H -1.99851 6.65930 -3.64161  0.3293
H -3.65693 4.60222 -5.14978  0.4205
H -1.99859 4.96760 -5.40834  0.2599
H -3.64703 6.91743 -7.87718  0.2851
H -4.39609 5.48644 -7.25264  0.3083
H -2.65182 5.52072 -7.60969  0.2901
H -4.71582 5.86140 -3.41382  0.2951
H -4.18407 7.30426 -3.88601  0.3389
C 1.48907 -4.62828 2.75244  -1.1407
C 0.88028 -3.78145 3.92600  1.1684
C 0.83707 -4.52852 5.31810  -0.9887
O -0.13526 -5.56075 5.26376  -0.2613
C 0.07240 -6.56696 6.30281  -0.9202
N 1.52086 -2.48132 3.92180  1.6966
H 0.90246 -5.49264 2.44117  0.6470
H 2.50948 -4.89109 3.03134  0.4015
H 1.75832 -4.12873 1.82182  -0.3284
H -0.16729 -3.58058 3.70158  -0.8521
H 0.51902 -3.76186 6.02465  0.5530
H 1.83493 -4.90268 5.54699  0.4632
H 0.37227 -6.24266 7.29929  0.3585
H 0.77331 -7.37257 6.08411  0.3238
H -0.84142 -7.09447 6.57624  0.2927
H 2.45414 -2.51271 4.30665  0.1170
H 1.66559 -2.14854 2.97925  -1.0626
C -7.19390 -4.75758 5.46366  -1.5776
C -6.97367 -3.42940 4.72801  0.2929
C -5.47624 -3.27540 4.24430  -0.1144
O -4.48461 -3.11321 5.23528  -0.4444
C -3.15722 -3.06890 4.70595  -0.5009
N -7.92178 -3.38055 3.59674  -0.7559
H -8.25394 -4.98764 5.57087  0.4443
H -6.70186 -4.65499 6.43085  0.3304
H -6.73568 -5.61238 4.96622  0.3119
H -7.32554 -2.64670 5.40007  0.3197
H -5.34582 -2.41130 3.59282  -0.1723
H -5.22858 -4.12010 3.60145  0.4864
H -3.03239 -2.37488 3.87479  -0.0450
H -2.94184 -4.08947 4.38947  0.4259
H -2.30864 -2.84893 5.35374  0.3291
H -7.88091 -2.47167 3.15813  0.2833
H -7.55901 -4.08006 2.96493  0.2879
C 2.38131 3.55468 6.41390  -1.7243
C 2.14278 3.73253 4.86158  1.8114
C 1.52751 5.01990 4.34330  -0.6374
O 0.09890 5.05649 4.53381  -0.4312
C -0.56883 4.29242 3.47040  0.0906
N 3.52350 3.73826 4.33044  -0.7803
H 2.78787 2.55562 6.57108  0.2585
H 1.39749 3.58481 6.88219  0.4506
H 3.02923 4.31126 6.85648  0.4073
H 1.59226 2.85756 4.51596  -0.6180
H 1.83183 5.34047 3.34694  0.1617
H 1.93034 5.82809 4.95376  0.3742
H -1.62620 4.40685 3.70912  0.2286
H -0.33191 3.22965 3.52005  -0.1949
H -0.38968 4.64613 2.45506  0.0933
H 3.44537 3.80930 3.32597  0.2433
H 3.92367 2.84118 4.56544  0.3129

* Kohn-Sham gap: 0.2893 Ha
* M: 1414.43 u
* F_max: 0.05383 hartree/bohr
* total charge: 0



Entry 2:
The following is a DFT calculation (the ωB97M-V functional and the def2-TZVPD basis) of a structure of composition C62H47AsGeIrN4S3.

Each line ends with the Mulliken charge.
Geometry (Å):
Ir 0.05570 -0.15085 0.40156  2.8803
S 4.66760 2.19500 -4.42299  -0.1501
C 4.52480 1.44497 -5.95611  -0.4196
C 3.82200 0.28262 -5.87623  -0.7910
C 3.40031 -0.01199 -4.55261  -0.4998
C 3.78489 0.93582 -3.64330  0.5886
C 3.47713 0.99847 -2.21716  0.9897
C 2.28381 0.45290 -1.76263  -0.9404
N 1.87896 0.48741 -0.49863  0.7229
C 2.76858 0.95528 0.44893  -0.6516
C 3.98332 1.58437 0.06718  0.5367
C 4.83275 2.07294 1.12976  -1.1749
C 4.53795 1.83841 2.42209  -1.1174
C 3.35985 1.09425 2.81167  0.4085
C 3.07374 0.74054 4.10789  -0.9331
C 1.93134 -0.04078 4.38949  0.6429
C 1.10179 -0.37141 3.32967  -0.5276
N 1.31160 -0.00625 2.06612  0.5251
C 2.47446 0.68833 1.77881  -0.3027
C 1.61645 -0.46036 5.75415  0.5868
C 2.12890 0.03014 6.92450  -0.5576
C 1.59313 -0.59953 8.07945  -0.5775
C 0.68301 -1.56148 7.77470  -0.4838
S 0.47425 -1.71234 6.08251  -0.0026
C 4.31124 1.62914 -1.26935  -1.0421
H 4.97988 1.88974 -6.82558  0.4640
H 3.62853 -0.35515 -6.72702  0.4431
H 2.85147 -0.90362 -4.28301  0.5878
H 1.61890 -0.02862 -2.46632  0.0406
H 5.73373 2.61051 0.86014  0.4621
H 5.19680 2.18959 3.20700  0.4484
H 3.75128 1.02913 4.90106  0.3821
H 0.21017 -0.95783 3.50438  -0.1280
H 2.85001 0.83301 6.96720  0.3847
H 1.86985 -0.34086 9.09091  0.4006
H 0.12244 -2.18722 8.44906  0.4161
H 5.24151 2.09309 -1.57723  0.4524
S 0.34116 -4.94725 0.53781  -0.3746
C 1.96671 -4.37538 0.56794  0.9322
C 3.12653 -5.12445 0.74094  -0.7867
C 4.33433 -4.46129 0.73354  -0.5811
C 4.37255 -3.07494 0.55640  -1.2356
C 3.21997 -2.33710 0.38910  0.0870
C 1.98324 -2.98610 0.39264  -1.4723
N 0.71397 -2.41101 0.22701  0.3224
C -0.21389 -3.32999 0.27046  -0.0900
C -1.65413 -3.11737 0.08248  0.8895
C -2.37935 -4.05797 -0.64979  -0.3003
C -3.71644 -3.85041 -0.93841  -1.1587
C -4.31422 -2.67149 -0.51517  -1.1346
C -3.60391 -1.74709 0.23365  0.5356
C -2.27545 -1.96474 0.60897  -0.9143
H 3.07587 -6.19643 0.87644  0.4249
H 5.25377 -5.01580 0.86432  0.4082
H 5.32547 -2.56232 0.55196  0.4919
H 3.28712 -1.27330 0.25775  0.8991
H -1.87984 -4.94277 -1.02652  0.4637
H -4.27528 -4.58452 -1.50289  0.3850
H -5.34682 -2.46461 -0.76897  0.4964
H -4.09665 -0.83805 0.54693  0.1272
C -5.59889 1.14675 -2.79590  -0.8912
C -5.10355 -0.14265 -2.91424  -0.7986
C -3.78206 -0.41368 -2.58629  -0.4251
C -2.95193 0.60021 -2.12508  0.9919
C -3.44397 1.89882 -2.03589  -0.1259
C -4.76372 2.16849 -2.36557  -0.9212
As -1.07292 0.22354 -1.73185  1.1837
C -0.31473 1.71907 -2.70669  -0.2242
C -0.10182 3.01101 -2.25642  -0.1910
C 0.48662 3.93727 -3.10824  -1.0950
C 0.85231 3.56892 -4.39684  -1.0817
C 0.63543 2.27568 -4.84740  -0.3463
C 0.04777 1.34098 -4.00313  0.3596
C -0.16482 -0.08679 -4.32552  -0.2123
C 0.14620 -0.69865 -5.53498  -0.2239
C -0.05799 -2.06188 -5.69095  -1.0815
C -0.56401 -2.82728 -4.64748  -1.0759
C -0.87779 -2.22687 -3.43459  -0.2632
C -0.68541 -0.86383 -3.28430  -0.0597
H -6.62888 1.35910 -3.05160  0.4101
H -5.74146 -0.94219 -3.26934  0.5087
H -3.40262 -1.42045 -2.70104  0.3771
H -2.80289 2.70908 -1.71880  0.3459
H -5.13515 3.18262 -2.29273  0.4808
H -0.36655 3.29359 -1.24548  0.2463
H 0.66727 4.94635 -2.76088  0.4795
H 1.32241 4.29114 -5.05145  0.4239
H 0.94972 1.99625 -5.84496  0.4025
H 0.55467 -0.11905 -6.35305  0.4288
H 0.18688 -2.53421 -6.63368  0.4296
H -0.71197 -3.89158 -4.77782  0.4772
H -1.27320 -2.81883 -2.61881  0.4079
C -2.84799 -1.88982 4.17343  -1.3994
Ge -2.62674 -0.32015 3.00446  1.1346
C -1.85972 1.14486 4.06543  -1.0230
C -4.47153 0.29466 2.68457  -1.3826
C -1.50854 -1.06879 1.52113  -1.2920
H -3.40771 -1.63164 5.07371  0.3911
H -1.88526 -2.30365 4.47675  0.2897
H -3.39631 -2.66952 3.63964  0.4107
H -2.37093 1.14081 5.03099  0.5548
H -2.04972 2.10297 3.58304  0.2283
H -0.79271 1.07223 4.25628  0.1352
H -4.87483 0.52666 3.67291  0.5031
H -5.11425 -0.46099 2.23708  0.4191
H -4.51712 1.20458 2.08678  0.3130
H -0.88712 -1.74973 2.12013  1.3582
N -2.70204 6.55680 2.13600  -0.5727
C -2.27060 5.52495 1.86908  -0.3389
C -1.73393 4.23504 1.53524  0.1850
C -0.36125 3.99984 1.59851  -1.0432
C 0.14773 2.76026 1.25435  -0.1506
C -0.67336 1.69095 0.85367  1.1237
C -2.04584 1.96559 0.81345  0.7373
C -2.57555 3.20472 1.13427  -1.0623
H 0.30399 4.79634 1.90706  0.5567
H 1.21998 2.63804 1.28979  0.0967
H -2.73430 1.18747 0.51106  -0.0500
H -3.64412 3.37361 1.07554  0.4619

* Kohn-Sham gap (alpha / beta): 0.1842 / 0.2665 Ha
* ⟨S²⟩: 0.779
* energy relative to the best compared isomer or geometry (same formula, charge and spin): 0.00 kcal/mol
* M: 1284.04 u
* F_max: 0.00848 hartree/bohr
* spin multiplicity: 2
* total charge: 0